{"formula": "H2O", "method": "ωB97M-V/def2-TZVPD", "smiles": "O", "multiplicity": 1, "homo_lumo_gap_ev": 12.703, "e_homo_ev": -11.658, "e_above_lowest_ev": 0.049, "elements": ["O", "H", "H"], "positions_angstrom": [[0.4086, 0.0572, 0.1245], [-0.3343, -0.4138, 0.5367], [-0.0743, 0.3566, -0.6612]], "nbo_charge": [-0.9236, 0.4618, 0.4617]}

=====

{"formula": "C6H11N2S", "method": "ωB97M-V/def2-TZVPD", "multiplicity": 1, "homo_lumo_gap_ev": [6.626, 6.628], "e_homo_ev": [-11.732, -11.734], "e_above_lowest_ev": 5.013, "total_charge": 1, "elements": ["C", "C", "C", "C", "C", "C", "N", "N", "S", "H", "H", "H", "H", "H", "H", "H", "H", "H", "H", "H"], "positions_angstrom": [[-1.7439, 1.3621, 0.7422], [0.7180, -0.0523, 0.6618], [-1.8775, 1.5081, -0.6628], [-0.5895, 1.3757, -1.4955], [0.0477, 0.0218, -1.6791], [1.5849, -2.0176, 1.7232], [0.6496, -0.5625, -0.5663], [1.0434, -0.6438, 1.7361], [-1.8719, 1.3733, 2.2631], [-2.5186, 0.7922, -1.0825], [-2.2292, 2.5723, -0.8791], [-0.7823, 1.8321, -2.3909], [0.3088, 1.8896, -0.9510], [-0.6983, -0.6110, -2.1452], [0.7209, 0.1854, -2.5291], [2.5338, -2.0712, 1.4193], [1.0428, -2.7620, 1.2628], [1.6425, -2.3910, 2.7601], [1.1194, -1.4656, -0.8567], [0.8994, -0.3356, 2.6696]], "nbo_charge": [0.0920, 0.2598, -0.6106, -0.3640, -0.2123, -0.4541, -0.6046, -0.5696, 0.5465, 0.2937, 0.3090, 0.2343, 0.2412, 0.1947, 0.2185, 0.2071, 0.2070, 0.2213, 0.3821, 0.4081]}

=====

{"formula": "C21H29Co2O8Si", "method": "ωB97M-V/def2-TZVPD", "multiplicity": 1, "homo_lumo_gap_ev": 3.317, "e_homo_ev": -1.284, "total_charge": -1, "elements": ["C", "C", "C", "C", "O", "C", "C", "O", "Si", "C", "C", "C", "C", "C", "C", "H", "H", "H", "H", "H", "H", "H", "H", "H", "H", "H", "H", "H", "H", "H", "H", "H", "H", "H", "H", "H", "H", "H", "H", "H", "H", "O", "C", "Co", "C", "O", "C", "O", "C", "C", "C", "Co", "C", "O", "C", "O", "C", "O", "H", "H", "H"], "positions_angstrom": [[-5.5191, -0.0799, -2.7121], [-4.2377, -0.4714, -1.9959], [-3.4031, 0.7304, -1.5512], [-2.1254, 0.3548, -0.8378], [-1.3652, -0.5838, -1.7610], [-0.3210, -0.8975, -1.0254], [-0.2157, -2.1125, -0.2840], [0.7558, -0.1749, -1.1818], [1.7361, 0.7743, -2.3473], [0.9474, 0.4235, -3.9728], [1.4846, 2.4694, -1.6758], [3.4718, 0.0575, -2.1385], [3.9392, -0.4745, -3.4942], [3.4991, -1.1176, -1.1252], [4.4041, 1.1721, -1.6556], [-6.0138, -0.9826, -3.0655], [-6.2020, 0.4536, -2.0482], [-5.3375, 0.5452, -3.5904], [-4.4556, -1.0612, -1.0961], [-3.6291, -1.0902, -2.6666], [-3.1163, 1.3393, -2.4241], [-3.9975, 1.3846, -0.8782], [-1.4681, 1.2122, -0.6268], [-2.3122, -0.2004, 0.0893], [0.5816, -2.7688, -0.8875], [-1.0802, -2.7787, -0.3559], [1.4649, 1.0621, -4.6913], [1.0621, -0.6137, -4.2907], [-0.1099, 0.6943, -3.9755], [2.1229, 3.1249, -2.2771], [0.4500, 2.7946, -1.8175], [1.7690, 2.5678, -0.6247], [3.9678, 0.3105, -4.2564], [4.9561, -0.8627, -3.3815], [3.3152, -1.3011, -3.8550], [3.1651, -0.8239, -0.1156], [2.9042, -1.9791, -1.4774], [4.5449, -1.4618, -1.0349], [4.1357, 1.5532, -0.6623], [5.4211, 0.7722, -1.5867], [4.4315, 2.0102, -2.3604], [-4.1698, 0.3452, 3.3141], [-3.1815, 0.3648, 3.9078], [-1.6863, 0.3665, 4.8517], [-1.3430, 2.0752, 4.7339], [-1.1440, 3.2001, 4.6957], [-2.5169, -0.0268, 6.3572], [-3.0289, -0.3311, 7.3525], [-1.1402, -1.1974, 3.6750], [-0.3453, -1.2321, 2.5753], [0.1154, -1.7792, 1.2785], [0.4645, -0.4626, 4.1483], [0.9539, 1.0258, 3.3157], [1.4613, 1.9144, 2.8048], [2.0927, -1.1195, 4.5605], [3.1381, -1.6061, 4.7759], [0.3455, 0.1783, 5.9250], [0.6293, 0.5324, 6.9964], [-1.6785, -2.0888, 4.0708], [1.0891, -1.1575, 1.0254], [0.3240, -2.9721, 1.3511]], "nbo_charge": [-0.6004, -0.3982, -0.4180, -0.0780, -0.5384, 0.6333, -0.4664, -0.8421, 1.9660, -1.1740, -1.1708, -0.5201, -0.6037, -0.5957, -0.6070, 0.2044, 0.2015, 0.1965, 0.2031, 0.2087, 0.1921, 0.2138, 0.1934, 0.2031, 0.2086, 0.2182, 0.2306, 0.2497, 0.2605, 0.2290, 0.2491, 0.2731, 0.2001, 0.2044, 0.2095, 0.2351, 0.2096, 0.1963, 0.2247, 0.2038, 0.1985, -0.5775, 0.5518, -0.1092, 0.4820, -0.5666, 0.4727, -0.5701, -0.4867, -0.2255, -0.4645, -0.0640, 0.5147, -0.5723, 0.5128, -0.5763, 0.4462, -0.5833, 0.1786, 0.2121, 0.2215]}

=====

{"formula": "C5H9NO3", "method": "ωB97M-V/def2-TZVPD", "smiles": "CC(=O)ON(C)C(C)=O", "multiplicity": 1, "homo_lumo_gap_ev": 10.456, "e_homo_ev": -9.750, "e_above_lowest_ev": 2.531, "elements": ["C", "C", "O", "O", "N", "C", "C", "C", "O", "H", "H", "H", "H", "H", "H", "H", "H", "H"], "positions_angstrom": [[2.7462, 0.6487, 0.6348], [1.2777, 0.3835, 0.6744], [0.6457, 0.8616, 1.5810], [0.7439, -0.3661, -0.3570], [-0.6361, -0.7599, -0.2315], [-0.9542, -2.0785, 0.3854], [-1.6914, 0.0669, -0.5859], [-1.4345, 1.4161, -1.2095], [-2.8449, -0.3313, -0.4660], [2.9597, 1.3052, -0.1983], [3.1181, 1.1270, 1.5408], [3.3017, -0.2845, 0.5156], [-1.8403, -2.5787, -0.0936], [-0.0660, -2.7293, 0.2787], [-1.1601, -1.9623, 1.4656], [-1.4744, 2.1433, -0.3662], [-0.4571, 1.5063, -1.6409], [-2.2338, 1.6319, -1.9272]], "nbo_charge": [-0.7165, 0.7825, -0.5629, -0.3633, -0.1636, -0.4355, 0.6666, -0.7098, -0.6109, 0.2417, 0.2502, 0.2365, 0.2470, 0.2127, 0.2097, 0.2472, 0.2204, 0.2480]}

=====

| no. | molecular weight (g mol⁻¹) |
| --- | --- |
| 1 | 18.02 |
| 2 | 143.24 |
| 3 | 555.41 |
| 4 | 131.13 |